(1)
C28H36B4ClN3O7S | ωB97M-V/def2-TZVPD

Geometry (Å):
C  6.306  -1.199  0.854
O  5.150  -1.596  0.114
B  4.924  -0.751  -0.962
O  6.022  -0.340  -1.702
B  3.319  -0.293  -1.314
O  3.046  1.064  -1.530
B  1.795  1.345  -2.056
C  1.243  2.815  -2.238
C  1.180  3.504  -0.830
C  -0.072  4.366  -0.660
C  -1.377  3.565  -0.552
S  -1.550  2.808  1.071
O  -0.483  1.879  1.299
O  -2.822  2.183  1.210
Cl  -1.302  4.323  2.463
O  0.971  0.294  -2.454
B  1.075  -0.712  -1.500
C  -0.113  -1.243  -0.608
C  -1.399  -1.521  -1.389
C  -1.879  -0.665  -2.351
C  -3.015  -0.928  -3.078
C  -3.722  -2.087  -2.850
C  -3.268  -2.928  -1.865
C  -2.132  -2.680  -1.129
C  -1.740  -3.689  -0.063
O  2.344  -1.282  -1.341
H  7.236  -1.336  0.291
H  6.409  -1.776  1.776
H  6.244  -0.142  1.139
H  5.778  -0.312  -2.632
H  1.833  3.399  -2.951
H  0.216  2.747  -2.612
H  2.059  4.151  -0.751
H  1.278  2.735  -0.061
H  -0.173  5.024  -1.532
H  0.057  5.042  0.191
H  -2.210  4.274  -0.624
H  -1.519  2.817  -1.334
H  -0.342  -0.568  0.230
H  0.243  -2.170  -0.156
H  -1.372  0.267  -2.579
H  -3.305  -0.212  -3.840
H  -4.610  -2.308  -3.442
H  -3.826  -3.840  -1.664
H  -0.678  -3.918  -0.162
H  -2.324  -4.606  -0.155
H  -1.943  -3.255  0.922
N  -5.729  -3.946  -4.402
C  -5.235  -5.165  -4.185
C  -5.551  -6.273  -4.956
C  -6.434  -6.108  -6.010
C  -6.960  -4.850  -6.252
C  -6.575  -3.808  -5.423
H  -4.550  -5.248  -3.348
H  -5.117  -7.238  -4.734
H  -6.708  -6.948  -6.636
H  -7.652  -4.678  -7.065
H  -6.959  -2.805  -5.577
N  0.914  1.031  5.546
C  0.034  1.327  4.588
C  -1.342  1.271  4.762
C  -1.830  0.878  5.997
C  -0.931  0.563  7.004
C  0.424  0.659  6.728
H  0.461  1.622  3.636
H  -2.010  1.527  3.951
H  -2.897  0.818  6.174
H  -1.272  0.252  7.982
H  1.163  0.426  7.487
N  4.709  2.351  2.074
C  3.680  2.448  2.919
C  3.737  3.112  4.134
C  4.932  3.710  4.498
C  6.014  3.621  3.636
C  5.849  2.935  2.443
H  2.765  1.963  2.595
H  2.868  3.156  4.776
H  5.020  4.238  5.439
H  6.965  4.074  3.883
H  6.669  2.842  1.739

Atomic forces in eV per Å
C 0.81 -0.08 0.37
O 0.05 1.26 0.07
B 0.19 -0.82 -0.01
O -0.21 -0.40 0.00
B 1.01 -0.66 -0.04
O -0.94 -0.66 0.08
B -0.04 0.66 -1.21
C -0.13 -0.19 0.64
C 0.58 0.05 -0.87
C 0.34 -0.25 -0.20
C 0.01 1.72 0.64
S 0.12 -2.32 -0.29
O 0.97 0.66 -0.01
O -0.96 1.15 0.07
Cl -0.26 -0.22 -0.61
O 0.03 0.31 1.30
B -0.26 -1.17 -0.27
C -0.26 -0.12 -0.59
C 0.53 -0.38 0.81
C 0.31 1.08 -0.32
C -0.17 0.23 -0.38
C -0.57 0.52 -0.66
C -0.64 -0.84 0.02
C 0.17 -0.55 0.38
C 0.01 0.59 -0.27
O -0.39 1.58 0.24
H -0.22 -0.03 -0.11
H -0.38 -0.12 -0.18
H -0.08 -0.13 -0.04
H 0.11 0.55 0.06
H -0.09 0.05 0.13
H 0.22 -0.07 -0.27
H -0.09 -0.10 0.22
H -0.17 0.32 0.17
H 0.00 -0.15 0.04
H -0.23 -0.19 0.02
H -0.07 -0.25 0.10
H 0.12 -0.38 0.48
H 0.20 0.10 -0.15
H -0.01 0.15 0.08
H 0.20 -0.17 0.16
H -0.16 -0.13 0.03
H 0.32 -0.10 0.37
H 0.05 0.09 0.04
H -0.12 -0.20 0.29
H 0.07 0.08 -0.05
H 0.26 -0.17 0.01
N -0.28 -0.35 -0.28
C 0.03 0.13 0.08
C -0.03 0.02 -0.02
C -0.02 -0.07 -0.05
C 0.02 -0.02 0.02
C 0.05 0.11 0.10
H 0.03 -0.06 -0.03
H 0.01 0.01 0.02
H 0.00 0.01 0.01
H 0.00 0.02 0.01
H -0.04 -0.03 -0.04
N -0.15 0.05 0.01
C 0.15 0.01 0.04
C 0.06 -0.01 0.00
C -0.08 0.01 0.01
C 0.00 0.01 -0.04
C 0.14 0.00 -0.02
H -0.10 0.00 -0.04
H 0.02 -0.04 -0.02
H 0.01 0.00 -0.01
H 0.03 0.00 0.00
H -0.05 -0.02 0.04
N 0.01 0.07 0.18
C -0.02 -0.11 -0.21
C 0.00 0.07 0.03
C 0.01 0.04 0.04
C -0.04 -0.01 0.01
C -0.01 -0.08 -0.15
H -0.03 0.01 0.06
H 0.00 -0.09 -0.01
H 0.00 -0.01 -0.01
H 0.01 -0.01 -0.03
H 0.04 0.03 0.04

Properties
* electronic energy: -2737.6201 Eh
* total charge: 0
* highest occupied orbital energy: -8.5 eV
* F_max: 2.339 eV/Å

=====

(2)
C25H40N7O3ReS2 | ωB97M-V/def2-TZVPD

Geometry (Å):
Re  -0.460  0.464  0.424
N  0.634  -4.770  6.295
C  0.273  -3.729  5.545
C  0.989  -3.410  4.359
C  0.629  -2.336  3.600
C  -0.462  -1.537  3.997
C  -1.185  -1.839  5.171
C  -0.825  -2.917  5.924
S  -0.944  -0.195  3.107
O  -1.626  0.780  3.880
O  0.278  0.374  2.319
N  -1.785  -0.546  1.688
C  -1.494  -1.827  1.164
N  -2.025  -2.958  1.539
C  -1.641  -4.025  0.838
C  -0.744  -3.946  -0.233
C  -0.219  -2.712  -0.542
N  -0.585  -1.646  0.189
H  1.430  -5.338  6.060
H  0.151  -4.989  7.151
H  1.846  -4.010  4.082
H  1.212  -2.077  2.724
H  -2.012  -1.213  5.477
H  -1.370  -3.147  6.830
H  -2.073  -4.974  1.132
H  -0.470  -4.825  -0.797
H  0.486  -2.556  -1.347
C  -1.810  0.509  -1.885
C  -1.645  1.709  -2.804
C  -0.510  1.613  -3.818
C  0.892  1.636  -3.204
N  1.479  0.303  -2.975
C  1.965  -0.210  -1.862
S  1.705  0.505  -0.235
N  2.724  -1.289  -1.882
C  3.253  -1.945  -3.097
C  4.410  -1.180  -3.732
C  4.918  -1.886  -4.987
C  6.085  -1.143  -5.623
H  -2.569  0.657  -1.120
H  -0.762  0.270  -1.502
H  -2.021  -0.423  -2.411
H  -1.481  2.609  -2.207
H  -2.595  1.849  -3.325
H  -0.586  2.486  -4.467
H  -0.623  0.745  -4.473
H  0.915  2.187  -2.264
H  1.579  2.146  -3.880
H  1.764  -0.168  -3.826
H  3.126  -1.562  -0.996
H  2.428  -2.095  -3.801
H  3.572  -2.940  -2.790
H  5.217  -1.089  -3.001
H  4.102  -0.158  -3.983
H  4.100  -1.982  -5.708
H  5.223  -2.904  -4.727
H  5.798  -0.132  -5.917
H  6.433  -1.660  -6.514
H  6.926  -1.068  -4.933
O  -1.162  2.286  0.474
C  -1.314  3.462  1.018
C  -1.175  3.725  2.456
C  -2.671  3.606  2.947
C  -3.759  4.364  2.165
C  -4.129  3.773  0.786
C  -3.181  4.192  -0.348
N  -1.842  4.409  0.276
H  -0.823  4.746  2.618
H  -0.529  3.024  2.975
H  -2.655  3.950  3.981
H  -2.936  2.552  2.976
H  -3.528  5.432  2.087
H  -4.653  4.321  2.787
H  -5.141  4.073  0.513
H  -4.143  2.681  0.871
H  -3.460  5.145  -0.791
H  -3.115  3.458  -1.145
H  -1.803  5.314  0.730

Atomic forces in eV per Å
Re -0.02 0.12 0.23
N -0.01 0.01 -0.02
C 0.01 -0.03 0.02
C 0.00 0.02 -0.02
C 0.02 -0.02 0.00
C 0.03 0.06 -0.08
C -0.01 -0.01 0.00
C -0.03 0.03 -0.01
S 0.46 0.23 0.04
O -0.24 -0.10 -0.18
O -0.26 -0.17 0.10
N 0.34 -0.17 -0.23
C -0.22 0.16 0.10
N -0.02 0.08 0.05
C 0.05 -0.05 -0.07
C -0.02 0.04 0.04
C 0.01 -0.04 -0.01
N -0.14 -0.10 0.05
H 0.01 0.00 0.00
H 0.00 0.00 0.01
H 0.00 0.00 0.00
H -0.01 0.01 0.00
H 0.00 0.01 0.00
H 0.00 0.00 0.00
H 0.00 0.00 -0.01
H 0.00 -0.01 0.00
H 0.00 -0.01 0.01
C 0.38 -0.11 0.07
C -0.13 0.03 -0.05
C -0.01 0.05 -0.02
C 0.03 0.15 0.01
N -0.02 -0.11 0.01
C 0.10 -0.03 0.04
S 0.04 0.11 -0.14
N 0.02 0.04 0.02
C 0.00 0.00 -0.02
C -0.02 -0.01 0.01
C -0.01 0.00 0.02
C 0.01 0.00 -0.01
H -0.11 -0.01 -0.05
H -0.07 0.04 0.13
H -0.14 0.03 -0.02
H -0.02 -0.01 0.04
H 0.05 0.03 -0.05
H 0.01 -0.03 -0.03
H -0.01 -0.03 0.03
H -0.02 -0.02 0.00
H 0.01 -0.01 0.01
H -0.02 -0.01 -0.01
H -0.02 -0.01 0.00
H 0.00 0.00 0.00
H 0.02 0.00 0.00
H 0.00 0.00 0.00
H 0.00 0.00 -0.01
H 0.00 0.00 0.00
H 0.00 0.00 0.00
H 0.00 0.00 0.00
H 0.00 0.00 0.00
H 0.00 0.00 0.00
O -0.22 -0.02 -0.01
C 0.23 -0.06 -0.11
C -0.09 0.01 0.01
C 0.08 0.00 0.07
C -0.02 0.01 0.02
C 0.01 -0.01 -0.02
C -0.02 -0.01 -0.03
N 0.05 0.04 -0.02
H 0.01 0.00 0.01
H 0.00 -0.02 0.00
H -0.02 0.01 -0.01
H 0.01 -0.07 0.01
H 0.00 0.00 0.00
H 0.00 0.00 0.00
H 0.00 0.00 0.01
H 0.00 0.01 -0.01
H 0.00 0.00 0.00
H 0.01 -0.01 0.02
H 0.00 -0.01 0.03

Properties
* spin multiplicity: 2
* electronic energy: -2459.3826 Eh
* total charge: +3
* highest occupied orbital energy (alpha / beta): -15.7 / -15.7 eV
* F_max: 0.512 eV/Å

=====

(3)
C5H8N6O4 | ωB97M-V/def2-TZVPD

Geometry (Å):
C  -1.100  -0.595  -0.087
C  0.952  -1.421  -0.449
C  2.856  1.303  -0.322
C  -1.595  1.771  -0.619
C  -0.143  0.081  0.800
N  -0.715  0.772  -0.381
N  -0.339  -1.508  -0.874
N  1.128  -0.568  0.506
N  -2.303  -1.222  0.295
N  1.956  -2.151  -0.965
N  -0.383  0.668  2.054
O  2.148  2.145  -0.085
O  -1.039  2.968  -0.325
O  3.615  0.512  -0.571
O  -2.643  1.577  -1.165
H  -0.589  -2.030  -1.679
H  -0.186  2.969  0.154
H  -3.139  -1.112  -0.249
H  -2.646  -0.877  1.197
H  2.805  -1.835  -0.655
H  1.660  -2.874  -1.637
H  0.306  1.360  2.248
H  -0.608  0.067  2.808

Atomic forces in eV per Å
C -1.32 -1.02 -1.00
C -0.83 0.75 0.43
C 0.01 -0.40 0.11
C 1.36 0.11 0.48
C 1.42 -0.63 -0.60
N 0.22 -1.73 -0.02
N 1.70 -0.32 0.32
N 0.49 1.12 1.17
N -1.35 0.82 1.84
N -3.69 -1.13 -1.33
N -0.74 0.12 -1.19
O -2.85 3.37 0.98
O -0.89 1.17 0.02
O 2.91 -2.90 -1.06
O -0.53 0.91 0.02
H -0.76 -0.14 -0.35
H -0.63 -0.74 -0.54
H 0.13 0.32 -1.16
H 0.57 -0.12 -0.11
H 2.76 0.05 0.22
H 1.36 0.71 0.70
H 0.46 0.27 0.50
H 0.21 -0.58 0.57

Properties
* electronic energy: -824.8535 Eh
* total charge: 0
* highest occupied orbital energy: -9.0 eV
* F_max: 4.524 eV/Å
* SMILES: NC1=N[C@@]2(N)N(C(=O)O)[C@@]2(N)N1.O=C=O

=====

(4)
C2H14O4S | ωB97M-V/def2-TZVPD

Geometry (Å):
C  -0.223  1.162  -1.894
S  0.696  -0.202  -2.830
C  0.551  -1.412  -1.544
H  -0.634  1.809  -2.688
H  0.554  1.521  -1.166
H  -1.020  0.572  -1.330
H  1.234  -1.053  -0.614
H  -0.514  -1.614  -1.265
H  0.778  -2.471  -1.934
H  -3.040  -0.761  -0.170
H  -0.285  -0.011  1.892
O  -1.076  -0.470  2.261
H  -1.585  -0.750  1.427
H  2.741  -1.476  1.572
O  1.961  -1.032  1.496
H  -2.881  2.147  3.054
H  -2.211  2.172  2.585
O  -2.073  -0.671  -0.086
H  2.905  1.581  0.204
H  1.985  -0.059  0.956
O  2.136  1.019  0.073

Atomic forces in eV per Å
C 0.40 -2.35 -1.38
S -1.56 0.75 2.20
C 1.34 -1.50 0.08
H 0.52 0.14 0.74
H -0.12 0.21 0.10
H 0.49 0.57 -0.19
H -1.70 -1.01 -1.50
H -0.11 1.18 0.58
H 0.64 1.75 0.43
H 0.32 0.02 -0.14
H -0.75 -0.63 0.47
O 0.30 0.33 -0.99
H 0.66 0.20 0.60
H 3.64 -1.53 0.15
O -4.40 3.03 -1.29
H 1.81 0.13 -1.28
H -1.84 -0.10 1.29
O 0.18 0.11 -0.31
H 0.05 0.12 0.15
H 0.99 -0.96 0.66
O -0.85 -0.44 -0.36

Properties
* electronic energy: -783.3673 Eh
* total charge: 0
* highest occupied orbital energy: -9.4 eV
* F_max: 5.497 eV/Å

=====

(5)
H9N3Si2 | ωB97M-V/def2-TZVPD

Geometry (Å):
N  0.702  0.746  -1.475
N  -0.677  -1.781  -0.313
N  1.686  -2.113  -0.942
Si  -0.698  2.276  1.255
Si  0.562  -0.916  -1.175
H  -1.814  2.769  2.761
H  0.044  1.393  -1.193
H  -0.508  -2.031  0.603
H  -1.659  -1.498  -0.302
H  1.274  -3.044  -0.714
H  2.676  -2.284  -1.078
H  0.002  3.536  0.887
H  0.151  1.046  1.537
H  -1.742  1.900  0.151

Atomic forces in eV per Å
N 2.31 -5.47 -0.63
N -1.90 1.26 -2.28
N 1.33 -2.37 -0.13
Si -2.64 0.13 1.59
Si -1.18 3.87 1.45
H 2.00 -0.95 -2.46
H -2.01 1.18 0.41
H 1.00 -0.85 2.16
H 0.52 0.15 -0.52
H 0.19 1.37 -0.39
H -0.26 0.86 -0.23
H 0.06 -0.43 0.06
H -0.39 0.88 0.04
H 0.95 0.35 0.93

Properties
* electronic energy: -748.5780 Eh
* total charge: 0
* highest occupied orbital energy: -8.9 eV
* F_max: 5.968 eV/Å

=====

(6)
C2H8CsO2 | ωB97M-V/def2-TZVPD

Geometry (Å):
Cs  -1.660  -1.120  0.223
C  1.334  0.391  1.735
C  1.527  0.418  0.244
O  1.421  -0.877  -0.423
H  2.062  -0.258  2.222
H  0.308  0.084  1.938
H  1.328  1.365  2.223
H  2.491  0.851  -0.026
H  0.722  0.940  -0.274
H  1.521  -0.844  -1.377
O  -3.307  -0.283  -2.068
H  -3.717  -0.942  -2.629
H  -4.031  0.276  -1.787

Atomic forces in eV per Å
Cs -0.83 -0.43 0.08
C -0.65 -0.48 -0.35
C 0.21 -1.66 0.84
O -0.04 1.06 2.53
H -0.12 -0.10 0.11
H 0.08 -0.58 0.33
H 0.62 0.33 -0.55
H 0.42 0.50 -0.83
H -0.17 1.02 -0.78
H 0.55 0.32 -1.35
O 0.47 -0.15 0.50
H -0.18 -0.21 -0.42
H -0.37 0.36 -0.10

Properties
* spin multiplicity: 2
* electronic energy: -250.8874 Eh
* total charge: +2
* highest occupied orbital energy (alpha / beta): -19.1 / -19.0 eV
* F_max: 2.742 eV/Å

=====

(7)
C25H29IrN6O3 | ωB97M-V/def2-TZVPD

Geometry (Å):
Ir  0.712  0.169  0.040
C  0.119  -1.726  5.278
C  0.417  -2.249  4.012
C  0.312  -1.455  2.901
C  -0.130  -0.110  3.007
C  -0.384  0.414  4.304
C  -0.263  -0.391  5.412
N  -0.216  0.656  1.879
C  -0.919  1.844  1.804
C  -2.034  2.209  2.564
C  -2.562  3.479  2.416
C  -2.004  4.396  1.517
C  -0.930  4.027  0.731
C  -0.433  2.740  0.868
N  0.637  2.207  0.140
N  1.458  2.943  -0.414
C  2.559  2.273  -0.907
C  3.518  2.943  -1.637
C  4.629  2.231  -2.067
C  4.741  0.895  -1.716
C  3.725  0.298  -0.981
N  2.641  0.972  -0.596
H  0.205  -2.353  6.155
H  0.735  -3.279  3.925
H  0.546  -1.850  1.922
H  -0.608  1.464  4.422
H  -0.440  0.022  6.396
H  -2.491  1.497  3.237
H  -3.421  3.771  3.006
H  -2.426  5.387  1.427
H  -0.488  4.697  0.006
H  3.382  3.997  -1.838
H  5.398  2.712  -2.656
H  5.610  0.314  -1.994
H  3.794  -0.738  -0.677
C  1.237  -0.094  -4.748
N  1.083  -1.275  -3.885
C  1.321  -2.560  -4.557
C  0.931  -1.143  -2.595
O  0.926  -0.009  -2.025
C  0.826  -2.363  -1.705
O  0.387  -1.988  -0.382
C  -0.987  -2.331  -0.120
C  -1.859  -1.102  -0.174
O  -1.298  0.031  -0.349
N  -3.141  -1.228  0.020
C  -3.780  -2.543  0.199
C  -4.018  -0.048  0.104
H  0.522  -0.160  -5.566
H  1.057  0.812  -4.181
H  2.244  -0.077  -5.164
H  0.826  -2.545  -5.525
H  2.390  -2.695  -4.723
H  0.944  -3.404  -3.988
H  0.153  -3.109  -2.119
H  1.813  -2.818  -1.601
H  -1.338  -3.097  -0.809
H  -1.034  -2.750  0.887
H  -3.580  -3.204  -0.643
H  -3.444  -3.022  1.119
H  -4.853  -2.395  0.263
H  -3.454  0.848  -0.131
H  -4.840  -0.157  -0.600
H  -4.420  0.023  1.114

Atomic forces in eV per Å
Ir -1.94 3.66 -2.21
C -0.02 0.01 -0.02
C -0.02 -0.04 0.10
C -0.06 0.13 -0.05
C 0.02 0.23 0.16
C -0.02 0.00 -0.09
C -0.01 0.01 0.04
N 1.23 -1.47 0.55
C -0.23 -0.26 0.44
C -0.10 -0.07 0.05
C 0.05 0.04 -0.08
C -0.04 -0.07 0.11
C 0.12 0.00 -0.23
C -0.08 0.46 -0.31
N 0.17 -1.28 -0.41
N -0.10 0.69 0.16
C 0.07 -0.12 -0.26
C 0.08 0.09 -0.04
C -0.02 0.02 -0.01
C -0.08 -0.02 -0.01
C 0.13 0.00 0.06
N 0.64 -1.20 1.43
H 0.02 0.00 -0.01
H 0.01 0.01 -0.03
H 0.18 -0.01 0.09
H 0.03 -0.01 0.05
H 0.01 0.00 0.00
H 0.00 0.05 0.03
H -0.01 -0.02 -0.01
H 0.01 0.00 -0.01
H -0.05 0.04 0.02
H 0.01 -0.01 -0.03
H 0.02 0.03 0.05
H -0.01 -0.01 0.00
H -0.03 0.00 0.02
C 0.03 0.05 -0.03
N 0.07 0.09 -0.09
C -0.02 -0.03 -0.03
C 0.13 -0.05 0.17
O -0.21 -0.24 -0.07
C 0.39 -0.09 -0.12
O -0.09 -0.01 -0.17
C -0.19 -0.09 0.33
C -0.11 0.01 0.22
O 0.07 -0.53 0.30
N -0.12 0.12 -0.14
C 0.08 -0.15 0.03
C 0.02 0.07 -0.02
H -0.02 -0.04 0.02
H -0.01 0.00 0.02
H 0.00 -0.03 0.02
H -0.07 0.00 0.02
H 0.01 0.03 0.02
H -0.04 0.02 0.01
H -0.01 -0.03 0.06
H -0.01 -0.02 0.05
H 0.09 -0.01 -0.04
H 0.03 -0.03 -0.04
H -0.02 0.06 -0.05
H 0.00 0.06 0.03
H 0.00 0.03 0.00
H 0.01 0.00 -0.01
H 0.02 -0.04 -0.03
H -0.01 -0.05 0.00

Properties
* spin multiplicity: 2
* electronic energy: -1627.6702 Eh
* total charge: +3
* highest occupied orbital energy (alpha / beta): -16.4 / -17.2 eV
* F_max: 4.696 eV/Å

=====

(8)
C7H7Cl2F | ωB97M-V/def2-TZVPD

Geometry (Å):
F  -4.067  1.686  0.501
C  -2.886  1.041  0.624
C  -1.685  1.699  0.395
C  -0.471  0.985  0.348
C  -0.472  -0.381  0.479
C  -1.682  -1.045  0.889
C  -2.915  -0.348  0.835
H  -1.701  2.749  0.142
H  0.421  1.593  0.307
H  0.480  -0.889  0.519
H  -1.545  -2.084  1.149
H  -3.811  -0.878  1.123
C  4.144  -0.787  -1.595
Cl  2.485  -1.378  -1.513
Cl  4.796  -0.819  0.029
H  4.692  -1.395  -2.315
H  4.219  0.251  -1.918

Atomic forces in eV per Å
F 0.34 0.09 0.27
C 0.52 -1.11 -0.81
C -0.25 -0.26 -0.27
C -1.24 0.91 0.17
C -1.03 -0.52 1.68
C 0.83 1.63 -1.55
C 1.53 -0.40 0.99
H -0.03 0.15 0.27
H 0.28 -0.30 -0.44
H -0.07 -0.27 -0.10
H -0.65 -0.13 -0.01
H -0.24 0.21 -0.18
C 0.04 0.34 -0.29
Cl -0.24 0.15 -0.47
Cl 0.67 -0.16 0.29
H 0.07 -0.17 0.49
H -0.52 -0.15 -0.04

Properties
* electronic energy: -1291.1621 Eh
* total charge: 0
* highest occupied orbital energy: -9.2 eV
* F_max: 2.397 eV/Å
* SMILES: Fc1ccccc1.ClCCl